1.
Here is 2 unconnected molecules or ions with the total composition C2H8Cl2Si2 in a non-equilibrium geometry from the Open Molecules 2025 dataset. Energies are from ωB97M-V/def2-TZVPD.

Lowest unoccupied orbital energy: -1.0507 eV
Frontier orbital gap: 6.7 eV

CARTESIAN COORDINATES (ANGSTROEM)
Si 2.47015 -0.18468 0.39681
H -1.47870 0.46963 -1.59082
H -2.59213 -0.25636 -0.63109
C -1.42335 1.09624 0.41625
Cl 2.41602 1.60732 -0.57739
Cl 4.23205 -1.13247 -0.16092
H -1.56495 0.77778 1.40441
H -0.31918 -2.17586 0.86912
H 0.09972 -2.45659 -1.39924
H -2.21506 1.86185 0.19500
C -1.52631 0.01637 -0.64294
Si -0.54750 -1.54422 -0.42753
H -0.48447 1.61872 0.43231
H 2.93371 0.30227 1.71601

Forces on atoms 1 to 3 (eV/Å):
-1.22 -0.91 0.01
0.76 0.32 -1.44
0.03 -0.46 0.06

2.
Here is a gas-phase ion, C8H15O2 (charge +1) in a non-equilibrium geometry from the Open Molecules 2025 dataset. Energies are from ωB97M-V/def2-TZVPD.

Lowest unoccupied orbital energy (spin up / spin down): -5.0854 / -4.7331 eV
Charge: +1
Frontier orbital gap (spin up / spin down): 7.1 / 8.0 eV

CARTESIAN COORDINATES (ANGSTROEM)
H 1.12540 -0.44767 -2.11152
O -0.90817 -0.59567 -0.06815
C -2.15877 1.96784 -0.03445
H 1.94687 -0.00131 2.11177
H -1.10123 2.16874 -0.01065
H -0.22837 0.94027 1.14151
H -2.83678 2.75696 -0.31817
H 3.11268 -0.76694 1.03545
H 1.09693 -1.85722 -1.04721
H 2.61944 -1.05959 -1.41853
C -3.13341 -1.56900 0.02545
H 1.93215 2.05702 0.57990
H 3.15216 1.23176 -0.37714
H 1.60971 -1.60227 1.43202
H -4.03297 -1.36051 -0.54899
C 1.56580 -0.89278 -1.22366
C 2.08432 1.38233 -0.25834
H 1.70547 1.84939 -1.16277
C 1.41080 0.02453 -0.01429
C -0.01313 0.23741 0.34667
H -2.61368 -2.42232 -0.40332
H -3.43632 -1.83089 1.04122
C 2.05290 -0.63062 1.23264
O -2.72006 0.80920 0.02824
C -2.23175 -0.38865 0.02234

Forces on atoms 1 to 3 (eV/Å):
-0.06 0.04 -0.15
-1.62 -0.31 -0.09
0.32 2.55 -0.43

3.
Here is a single C19H15NO8 molecule in a non-equilibrium geometry from the Open Molecules 2025 dataset. Energies are from ωB97M-V/def2-TZVPD.

Structure (SMILES): COC(=O)C(=O)CC(=O)c1ccc(-c2ccccc2C(=O)OC)c([N+](=O)[O-])c1
Lowest unoccupied orbital energy: -0.9561 eV
Frontier orbital gap: 8.6 eV

CARTESIAN COORDINATES (ANGSTROEM)
C -2.12366 1.09763 2.52027
O 0.81353 -3.17778 -3.66861
H 2.98757 1.13770 0.29484
C -1.69933 1.64704 1.27408
O -2.19534 -0.82387 3.87382
N 1.25725 2.80171 1.39462
H 0.58800 -2.69281 -6.42569
C -2.42026 2.75620 0.79338
O 0.83825 -1.28167 -4.87530
H 2.27813 -3.17186 -1.53443
O 3.35153 -0.82351 -3.50922
O 3.89353 -0.90069 -0.16082
C 1.33571 -2.09750 -3.99708
C 1.93091 0.80462 0.26642
C 0.03890 -1.88090 -5.96940
H -5.00783 2.99861 3.12251
C 2.93394 -1.25115 -0.74353
H -0.09006 -1.72286 4.73844
H -1.58614 -0.51835 -0.16945
C -4.05632 2.67195 2.55182
C 0.86948 1.55462 0.75512
C 1.75834 -0.45049 -0.28930
C -3.52357 3.28481 1.48991
H 0.20059 -2.25137 3.14027
O 2.40811 3.20401 1.40006
H -3.65620 1.20274 4.02676
H 0.11882 -1.78112 -1.16242
O -0.11697 -0.16732 3.18111
H -1.96228 3.30468 -0.02932
C 0.42247 -0.90562 -0.60150
H -4.08709 4.08822 1.08043
C 2.60887 -1.69650 -3.19379
C 2.90443 -2.30673 -1.89560
H -0.28155 -1.17612 -6.79232
H -0.89456 -2.26718 -5.57089
H 1.42935 -1.22090 3.90894
C 0.37300 -1.38918 3.76693
C -0.65506 -0.03854 -0.05943
O 0.41777 3.49418 2.05722
H 3.85279 -2.68745 -1.94486
C -0.44167 1.10558 0.66719
C -3.31732 1.56276 3.01765
C -1.49606 -0.03556 3.27119

Forces on atoms 1 to 3 (eV/Å):
-0.05 0.32 -1.31
1.13 1.93 -0.96
-1.04 0.12 0.36

Calculated values (eV) of E for the records, taken in order: -43003.4943, -12623.1855, -37810.9056.
Calculated values (kcal/mol) of energy above the lowest of the compared OMol25 structures with the same formula, charge and spin for the records, taken in order: 83.3, 69.4, 32.0.